1.
The following is a DFT calculation (wB97M-V/def2-TZVPD) of C3H6O3P as an isolated structure at a distorted geometry.

The geometry in ORCA input format:
```
! RIJCOSX wB97M-V def2-TZVPD def2/J DEFGRID3
* xyz -1 1
P 1.08962 1.68829 -0.17554
O 0.23370 0.03282 2.16183
O -1.65827 -0.39905 0.23525
O -0.06093 0.55130 -1.18300
C -0.35494 -0.29593 -0.12966
C 0.02573 -1.71680 -0.61646
C 0.40419 0.37673 0.93701
H -0.62593 -2.62358 -0.31626
H -0.06985 -1.35508 -1.64571
H 1.64551 2.75033 0.77388
H 1.04513 -1.92301 -0.39221
H -1.75356 0.36543 0.85610
H 0.07960 2.54854 -0.50521
*
```

For the energy relative to the best compared isomer or geometry (same formula, charge and spin), the calculation gives 473.7 kJ/mol. The value obtained for the energy is -684.93023 a.u. The value obtained for the orbital gap is 7.395 eV. The value obtained for the HOMO energy is -3.292 eV.

=====

2.
The following is a DFT calculation (wB97M-V/def2-TZVPD) of one molecule with the formula C5H7Cl2N at a distorted geometry.

The geometry in ORCA input format:
```
! RIJCOSX wB97M-V def2-TZVPD def2/J DEFGRID3
* xyz 0 1
Cl 0.30076 -1.24886 1.28030
Cl 1.95190 0.29932 -0.70726
N -1.89208 -0.62408 -0.84349
C -1.96059 0.64985 -0.14353
C -0.54975 1.00720 0.28679
C -0.10838 2.11382 0.86844
C 0.26391 -0.17997 -0.14329
C -0.55018 -0.78341 -1.26007
H -2.09278 -1.35251 -0.16690
H -2.28127 1.44769 -0.82204
H -2.70017 0.60408 0.73308
H -0.33989 -1.85927 -1.44690
H -0.77746 2.91714 1.15859
H -0.30833 -0.24306 -2.21786
H 0.87918 2.15178 1.27460
*
```

For the energy relative to the best compared isomer or geometry (same formula, charge and spin), the calculation gives 7.3 kJ/mol. The value obtained for the energy is -1169.82929 a.u. The value obtained for the orbital gap is 10.275 eV. The value obtained for the HOMO energy is -9.488 eV. As for the structure (SMILES): C=C1CNCC1(Cl)Cl.

=====

3.
The following is a DFT calculation (wB97M-V/def2-TZVPD) of a 3-piece molecular cluster, C3H14N2O2S overall at a distorted geometry.

The geometry in ORCA input format:
```
! RIJCOSX wB97M-V def2-TZVPD def2/J DEFGRID3
* xyz 0 1
S 0.65785 -0.56380 2.76014
O 3.29793 -2.73674 -3.47826
O -0.65776 -5.50796 -2.26174
N -0.58192 2.51329 2.62011
N -1.66271 1.38795 -0.89943
C -0.93619 2.15604 0.09424
C -0.74109 1.57034 1.55926
C 0.54848 0.75752 1.44749
H -1.03237 0.75967 -1.38157
H 3.62023 -1.83129 -3.50682
H 2.63729 -2.84416 -4.15582
H 0.55427 0.24442 0.49193
H -1.57151 0.86501 1.67578
H -0.12240 -0.11342 3.76631
H 1.46130 1.34868 1.56077
H -0.00992 2.57075 -0.34359
H -0.23796 -4.65783 -2.30132
H 0.19443 3.14571 2.55708
H -1.42612 3.01350 2.85963
H -1.47549 3.07921 0.27877
H -2.41522 0.84949 -0.48856
H -0.10110 -6.00639 -2.85439
*
```

For the energy relative to the best compared isomer or geometry (same formula, charge and spin), the calculation gives 55.5 kJ/mol. The value obtained for the energy is -780.84237 a.u. The value obtained for the orbital gap is 8.939 eV. The value obtained for the HOMO energy is -8.628 eV. As for the structure (SMILES): NC[C@H](N)CS.O.O.